1:
{
  "formula": "C5H10N2O4",
  "method": "ωB97M-V with the def2-TZVPD basis set",
  "symbols": ["N", "C", "C", "O", "N", "C", "C", "O", "C", "O", "O", "H", "H", "H", "H", "H", "H", "H", "H", "H", "H"],
  "positions_angstrom": [[-0.506, -2.106, -1.128], [0.432, -2.101, -0.048], [1.455, -1.016, -0.469], [2.400, -1.203, -1.251], [1.061, 0.292, -0.322], [0.021, 0.830, 0.436], [0.396, 2.055, 1.350], [-0.782, 2.279, 2.100], [-1.359, 1.113, -0.527], [-2.053, 2.133, -0.432], [-1.580, 0.099, -1.303], [-1.256, -2.854, -0.993], [-0.134, -2.218, -2.107], [-0.195, -1.768, 0.810], [0.896, -3.077, 0.159], [1.825, 0.914, -0.629], [-0.335, 0.126, 1.135], [0.777, 2.828, 0.746], [1.253, 1.722, 2.018], [-1.310, 2.750, 1.533], [-1.004, -0.797, -1.076]],
  "nbo_charge": [-0.81, -0.31, 0.66, -0.61, -0.61, -0.18, -0.06, -0.70, 0.80, -0.64, -0.71, 0.40, 0.41, 0.21, 0.22, 0.42, 0.20, 0.17, 0.18, 0.49, 0.48],
  "lumo_ev": 0.33,
  "homo_energy_ev": -9.18,
  "homo_lumo_gap_ev": 9.503
}

2:
{
  "formula": "C5H10N2O4",
  "method": "ωB97M-V with the def2-TZVPD basis set",
  "symbols": ["N", "C", "C", "O", "C", "O", "N", "C", "C", "O", "O", "H", "H", "H", "H", "H", "H", "H", "H", "H", "H"],
  "positions_angstrom": [[-1.570, -1.313, 0.163], [-1.569, 0.112, 0.521], [-1.508, 0.087, 2.051], [-0.202, -0.121, 2.513], [-0.402, 0.898, -0.058], [-0.447, 2.121, -0.108], [0.605, 0.121, -0.308], [1.710, 0.661, -1.052], [1.588, -0.084, -2.268], [0.498, -0.439, -2.727], [2.606, -0.144, -3.111], [-0.710, -1.796, 0.474], [-2.303, -1.847, 0.491], [-2.571, 0.659, 0.437], [-1.867, 1.084, 2.449], [-2.112, -0.610, 2.592], [-0.130, -0.863, 3.113], [0.527, -0.898, -0.424], [2.620, 0.259, -0.696], [1.875, 1.700, -1.168], [3.361, 0.415, -2.885]],
  "nbo_charge": [-0.84, -0.16, -0.05, -0.74, 0.68, -0.63, -0.57, -0.35, 0.74, -0.55, -0.66, 0.34, 0.37, 0.23, 0.16, 0.17, 0.47, 0.42, 0.20, 0.27, 0.48],
  "lumo_ev": 0.32,
  "homo_energy_ev": -9.04,
  "homo_lumo_gap_ev": 9.368
}

Bottom line: 1, by a margin of 20.3 kcal/mol.

1:
{
  "formula": "C11H12N2O2",
  "method": "ωB97M-V with the def2-TZVPD basis set",
  "symbols": ["C", "C", "C", "C", "C", "C", "C", "C", "C", "C", "C", "N", "N", "O", "O", "H", "H", "H", "H", "H", "H", "H", "H", "H", "H", "H", "H"],
  "positions_angstrom": [[2.350, 0.632, -1.408], [2.303, 0.855, -0.040], [1.436, -0.244, -2.083], [1.391, 0.058, 0.652], [0.482, -0.911, -1.343], [0.442, -0.811, 0.030], [-1.795, 1.938, 1.071], [-1.268, -1.663, 1.793], [-0.455, -1.759, 0.727], [-2.055, 3.131, 0.300], [-0.341, -3.265, 0.259], [-1.394, 1.018, 1.738], [-1.243, -0.012, 2.355], [-2.004, -2.333, 2.484], [-1.560, -3.823, -0.126], [3.056, 1.188, -1.921], [3.022, 1.545, 0.439], [1.623, -0.499, -3.064], [1.354, 0.027, 1.784], [-0.291, -1.493, -1.871], [-1.470, 3.078, -0.672], [-1.763, 4.052, 0.849], [-3.143, 3.234, 0.177], [0.224, -3.906, 1.042], [0.277, -3.297, -0.650], [-1.614, -0.221, 3.243], [-2.275, -3.841, 0.513]],
  "nbo_charge": [-0.22, -0.23, -0.22, -0.22, -0.20, -0.03, 0.37, 0.63, -0.37, -0.72, -0.04, 0.02, -0.48, -0.65, -0.74, 0.20, 0.22, 0.21, 0.21, 0.22, 0.29, 0.26, 0.26, 0.16, 0.18, 0.41, 0.49],
  "lumo_ev": 0.18,
  "homo_energy_ev": -7.12,
  "homo_lumo_gap_ev": 7.294
}

2:
{
  "formula": "C11H12N2O2",
  "method": "ωB97M-V with the def2-TZVPD basis set",
  "symbols": ["N", "C", "C", "C", "C", "N", "C", "C", "C", "C", "C", "C", "C", "O", "O", "H", "H", "H", "H", "H", "H", "H", "H", "H", "H", "H", "H"],
  "positions_angstrom": [[3.636, 0.134, -1.061], [2.609, 0.516, -0.077], [1.293, 0.687, -0.989], [-0.023, 1.043, -0.369], [-0.433, 2.162, 0.281], [-1.778, 2.003, 0.617], [-2.185, 0.702, 0.319], [-3.437, 0.234, 0.593], [-3.586, -1.165, 0.351], [-2.600, -1.932, -0.277], [-1.380, -1.297, -0.595], [-1.172, 0.057, -0.322], [2.565, -0.529, 1.056], [2.887, -0.371, 2.196], [2.165, -1.674, 0.500], [4.607, 0.299, -0.850], [3.488, -0.779, -1.559], [2.832, 1.467, 0.343], [1.411, 1.329, -1.910], [1.126, -0.351, -1.388], [0.194, 2.981, 0.496], [-2.333, 2.524, 1.303], [-4.145, 0.856, 1.105], [-4.457, -1.799, 0.463], [-2.755, -2.993, -0.312], [-0.612, -1.840, -1.109], [2.084, -2.263, 1.195]],
  "nbo_charge": [-0.86, -0.14, -0.42, -0.10, -0.02, -0.54, 0.13, -0.24, -0.20, -0.25, -0.18, -0.09, 0.78, -0.58, -0.68, 0.38, 0.38, 0.21, 0.24, 0.21, 0.22, 0.41, 0.21, 0.21, 0.21, 0.21, 0.49],
  "lumo_ev": 0.76,
  "homo_energy_ev": -7.89,
  "homo_lumo_gap_ev": 8.654
}

Bottom line: 2, by a margin of 116.2 kcal/mol.

1:
{
  "formula": "C3H10NS2",
  "method": "ωB97M-V with the def2-TZVPD basis set",
  "symbols": ["C", "C", "C", "N", "S", "S", "H", "H", "H", "H", "H", "H", "H", "H", "H", "H"],
  "positions_angstrom": [[1.601, -1.528, 0.395], [0.584, 0.594, -0.069], [1.188, -0.545, -0.728], [1.178, 1.694, 0.257], [-2.939, 1.216, 0.121], [-3.675, -0.754, 0.075], [2.428, -1.091, 0.962], [0.790, -1.619, 1.014], [1.917, -2.476, 0.086], [-0.564, 0.635, -0.041], [2.009, -0.248, -1.376], [0.517, -0.925, -1.364], [-4.056, -0.556, -1.197], [2.105, 1.790, 0.046], [0.825, 2.286, 0.905], [-3.908, 1.530, 0.913]],
  "nbo_charge": [-0.57, 0.36, -0.50, -0.59, -0.18, -0.10, 0.22, 0.22, 0.26, 0.25, 0.24, 0.25, 0.15, 0.41, 0.43, 0.16],
  "lumo_ev": -5.03,
  "total_charge": 1,
  "homo_energy_ev": -12.67,
  "homo_lumo_gap_ev": 7.649
}

2:
{
  "formula": "C3H10NS2",
  "method": "ωB97M-V with the def2-TZVPD basis set",
  "symbols": ["C", "S", "S", "C", "C", "N", "H", "H", "H", "H", "H", "H", "H", "H", "H", "H"],
  "positions_angstrom": [[-2.604, -0.820, -2.185], [-0.802, -0.712, -2.374], [-0.158, 0.486, -0.950], [0.117, -0.356, 0.667], [0.806, 0.723, 1.495], [2.298, 0.775, 1.122], [-3.070, 0.146, -2.312], [-2.845, -1.268, -1.238], [-2.895, -1.524, -2.967], [0.806, -1.205, 0.531], [-0.745, -0.782, 1.168], [0.439, 1.717, 1.297], [0.762, 0.476, 2.546], [2.588, -0.096, 0.681], [2.828, 0.856, 1.987], [2.477, 1.582, 0.531]],
  "nbo_charge": [-0.74, 0.15, 0.04, -0.57, -0.22, -0.68, 0.24, 0.22, 0.25, 0.21, 0.26, 0.24, 0.24, 0.45, 0.44, 0.45],
  "lumo_ev": -3.70,
  "total_charge": 1,
  "homo_energy_ev": -12.38,
  "homo_lumo_gap_ev": 8.675
}

Bottom line: 2, by a margin of 26.9 kcal/mol.

1:
{
  "formula": "C2HN6",
  "method": "ωB97M-V with the def2-TZVPD basis set",
  "symbols": ["C", "C", "N", "N", "N", "N", "N", "N", "H"],
  "positions_angstrom": [[0.850, 1.346, -0.894], [-0.230, -0.287, -0.296], [0.021, 0.440, -1.437], [1.086, 1.144, 0.431], [-1.137, -1.786, 2.120], [-1.060, -1.439, -0.158], [-1.187, -1.636, 1.010], [0.409, 0.080, 0.814], [1.248, 2.138, -1.591]],
  "nbo_charge": [0.06, 0.32, -0.57, -0.38, -0.11, -0.34, 0.27, -0.40, 0.16],
  "lumo_ev": 4.82,
  "total_charge": -1,
  "homo_energy_ev": -3.55,
  "homo_lumo_gap_ev": 8.374
}

2:
{
  "formula": "C2HN6",
  "method": "ωB97M-V with the def2-TZVPD basis set",
  "symbols": ["C", "C", "N", "N", "N", "N", "N", "N", "H"],
  "positions_angstrom": [[0.009, 0.035, 0.004], [-1.388, -1.628, -0.011], [-0.680, -0.854, 0.743], [-0.081, 0.069, -1.326], [-1.572, -1.630, -2.465], [-2.163, -2.517, -0.479], [-2.265, -2.519, -1.824], [-0.893, -0.880, -1.687], [0.666, 0.733, 0.507]],
  "nbo_charge": [0.14, 0.43, -0.59, -0.34, -0.11, -0.40, -0.16, -0.14, 0.16],
  "lumo_ev": 4.53,
  "total_charge": -1,
  "homo_energy_ev": -3.89,
  "homo_lumo_gap_ev": 8.421
}

Bottom line: 1, by a margin of 40.0 kcal/mol.

1:
{
  "formula": "C8H16",
  "method": "ωB97M-V with the def2-TZVPD basis set",
  "symbols": ["C", "C", "C", "C", "C", "C", "C", "C", "H", "H", "H", "H", "H", "H", "H", "H", "H", "H", "H", "H", "H", "H", "H", "H"],
  "positions_angstrom": [[1.389, 0.079, -2.926], [1.266, -0.828, -1.766], [-0.160, -0.851, -1.142], [-0.711, 0.384, -0.621], [0.231, 0.694, 1.666], [-0.771, 0.166, 0.931], [-2.178, -0.197, 1.270], [0.473, 0.509, 3.162], [1.251, 1.166, -2.729], [0.614, -0.003, -3.680], [2.391, 0.075, -3.394], [1.562, -1.944, -1.760], [2.003, -0.548, -0.880], [-0.799, -1.198, -1.936], [-0.068, -1.650, -0.417], [-0.062, 1.266, -0.816], [-1.727, 0.633, -0.895], [0.940, 1.431, 1.335], [-2.365, -1.170, 0.957], [-2.608, 0.647, 0.792], [-2.264, -0.142, 2.440], [-0.383, 0.063, 3.593], [1.391, -0.059, 3.243], [0.586, 1.478, 3.572]],
  "mulliken_spin": [0.00, 0.00, 0.05, 0.08, 0.37, 0.33, 0.03, 0.02, 0.00, 0.00, 0.00, 0.00, 0.00, 0.01, -0.01, 0.00, 0.00, 0.02, 0.02, 0.01, 0.00, -0.01, 0.04, 0.03],
  "lumo_ev": [-4.09, -8.05],
  "total_charge": 1,
  "homo_energy_ev": [-14.35, -14.34],
  "spin_multiplicity": 2,
  "homo_lumo_gap_ev": [10.253, 6.289]
}

2:
{
  "formula": "C8H16",
  "method": "ωB97M-V with the def2-TZVPD basis set",
  "symbols": ["C", "C", "C", "C", "H", "H", "H", "H", "H", "H", "H", "H", "C", "C", "C", "C", "H", "H", "H", "H", "H", "H", "H", "H"],
  "positions_angstrom": [[1.444, -1.405, -0.450], [2.263, -0.614, 0.530], [2.315, -0.936, 1.815], [3.084, 0.505, -0.051], [0.814, -0.722, -1.034], [0.816, -2.124, 0.076], [2.066, -1.948, -1.161], [2.917, -0.383, 2.522], [1.728, -1.762, 2.203], [3.756, 0.921, 0.696], [2.457, 1.315, -0.431], [3.681, 0.143, -0.889], [-2.332, 0.810, -0.978], [-2.218, 0.361, 0.349], [-1.835, -0.981, 0.765], [-2.774, 2.137, -1.370], [-2.100, 0.119, -1.785], [-2.259, 1.130, 1.118], [-1.207, -0.910, 1.654], [-2.710, -1.589, 1.037], [-1.311, -1.498, -0.038], [-3.030, 2.791, -0.541], [-3.607, 2.054, -2.077], [-1.958, 2.587, -1.960]],
  "mulliken_spin": [0.00, 0.00, 0.00, 0.00, 0.00, 0.00, 0.00, 0.00, 0.00, 0.00, 0.00, 0.00, 0.38, 0.33, 0.03, 0.03, 0.02, 0.02, 0.02, 0.07, 0.00, -0.01, 0.04, 0.05],
  "lumo_ev": [-4.72, -8.42],
  "total_charge": 1,
  "homo_energy_ev": [-12.17, -12.16],
  "spin_multiplicity": 2,
  "homo_lumo_gap_ev": [7.443, 3.743]
}

Bottom line: 2, by a margin of 17.8 kcal/mol.

1:
{
  "formula": "C5H8NO2",
  "method": "ωB97M-V with the def2-TZVPD basis set",
  "symbols": ["C", "C", "N", "C", "C", "C", "O", "O", "H", "H", "H", "H", "H", "H", "H", "H"],
  "positions_angstrom": [[-2.321, -0.276, -0.711], [-1.419, -0.069, 0.232], [-1.146, -1.030, 1.215], [-0.666, 1.263, 0.392], [0.592, 1.179, -0.463], [1.507, -0.046, -0.228], [1.843, -0.306, 0.950], [1.847, -0.676, -1.260], [-2.635, 0.354, -1.540], [-2.966, -1.145, -0.828], [-0.749, -1.883, 0.836], [-0.463, -0.732, 1.878], [-1.268, 2.114, 0.099], [-0.519, 1.364, 1.475], [1.203, 2.074, -0.302], [0.308, 1.207, -1.518]],
  "nbo_charge": [-0.53, 0.22, -0.84, -0.43, -0.51, 0.75, -0.81, -0.78, 0.19, 0.18, 0.38, 0.39, 0.19, 0.20, 0.19, 0.20],
  "lumo_ev": 4.04,
  "total_charge": -1,
  "homo_energy_ev": -4.05,
  "homo_lumo_gap_ev": 8.089
}

2:
{
  "formula": "C5H8NO2",
  "method": "ωB97M-V with the def2-TZVPD basis set",
  "symbols": ["C", "C", "C", "N", "H", "H", "H", "H", "H", "O", "C", "O", "C", "H", "H", "H"],
  "positions_angstrom": [[-1.463, -1.036, -1.207], [-0.860, -2.222, -1.392], [-0.371, 0.643, -2.440], [-1.453, -0.009, -2.221], [-1.977, -0.858, -0.257], [-0.293, -2.454, -2.318], [-0.888, -2.978, -0.605], [-0.397, 1.364, -3.316], [0.470, 0.683, -1.690], [1.255, 0.870, 0.428], [0.698, 0.565, 1.509], [-0.229, -0.272, 1.650], [1.282, 1.282, 2.716], [0.712, 0.956, 3.609], [2.357, 1.080, 2.930], [1.158, 2.386, 2.602]],
  "nbo_charge": [-0.01, -0.48, -0.07, -0.45, 0.23, 0.18, 0.20, 0.14, 0.24, -0.81, 0.75, -0.79, -0.73, 0.19, 0.20, 0.20],
  "lumo_ev": 4.21,
  "total_charge": -1,
  "homo_energy_ev": -4.07,
  "homo_lumo_gap_ev": 8.284
}

Bottom line: 1, by a margin of 26.7 kcal/mol.

1:
{
  "formula": "C3H2Cl2N2O",
  "method": "ωB97M-V with the def2-TZVPD basis set",
  "symbols": ["C", "C", "C", "N", "N", "O", "Cl", "Cl", "H", "H"],
  "positions_angstrom": [[0.107, 1.458, -0.463], [0.499, -0.918, 0.312], [-0.819, -0.164, 0.018], [1.320, 1.169, 0.072], [1.557, 0.023, 0.403], [-0.345, 2.390, -1.000], [-1.554, -0.790, -1.436], [-1.803, -0.189, 1.429], [0.470, -1.478, 1.281], [0.569, -1.501, -0.615]],
  "nbo_charge": [0.70, -0.38, -0.26, -0.22, 0.02, -0.42, 0.01, 0.04, 0.25, 0.27],
  "lumo_ev": -1.45,
  "homo_energy_ev": -9.33,
  "homo_lumo_gap_ev": 7.876
}

2:
{
  "formula": "C3H2Cl2N2O",
  "method": "ωB97M-V with the def2-TZVPD basis set",
  "symbols": ["C", "C", "C", "N", "N", "O", "Cl", "Cl", "H", "H"],
  "positions_angstrom": [[0.964, 0.882, -0.800], [1.268, -0.284, -0.202], [-1.131, -0.889, 0.957], [-1.355, 0.365, 0.896], [-1.315, 1.237, 0.002], [-0.342, 1.274, -0.941], [2.838, -0.754, 0.195], [-1.370, -1.789, -0.485], [1.509, 1.508, -1.403], [-1.065, -1.551, 1.781]],
  "nbo_charge": [-0.04, -0.10, 0.03, -0.23, 0.14, -0.32, 0.06, 0.01, 0.21, 0.23],
  "lumo_ev": [-0.93, -1.61],
  "homo_energy_ev": [-9.50, -8.05],
  "homo_lumo_gap_ev": [8.565, 6.443]
}

Bottom line: 1, by a margin of 107.4 kcal/mol.

1:
{
  "formula": "C3H6NO3S",
  "method": "ωB97M-V with the def2-TZVPD basis set",
  "symbols": ["C", "C", "C", "N", "O", "O", "O", "S", "H", "H", "H", "H", "H", "H"],
  "positions_angstrom": [[-0.178, -0.778, 0.649], [0.790, -1.563, -0.259], [-1.667, -0.978, 0.225], [0.127, -0.075, 1.610], [1.877, 2.170, -1.175], [-0.364, 3.067, -0.454], [1.639, 3.915, 0.531], [1.041, 2.777, -0.128], [1.845, -1.144, -0.192], [0.318, -1.655, -1.189], [0.830, -2.675, -0.094], [-2.418, -0.766, 1.067], [-1.905, -1.992, 0.058], [-1.934, -0.303, -0.649]],
  "nbo_charge": [0.14, -0.66, -0.66, -0.19, -1.01, -1.01, -1.01, 2.04, 0.25, 0.22, 0.21, 0.22, 0.20, 0.25],
  "lumo_ev": [3.38, 2.86],
  "total_charge": -1,
  "homo_energy_ev": [-4.79, -3.01],
  "homo_lumo_gap_ev": [8.177, 5.863]
}

2:
{
  "formula": "C3H6NO3S",
  "method": "ωB97M-V with the def2-TZVPD basis set",
  "symbols": ["C", "C", "C", "N", "O", "O", "O", "S", "H", "H", "H", "H", "H", "H"],
  "positions_angstrom": [[-0.197, 0.448, 0.122], [-1.024, -0.582, -0.611], [0.827, 0.005, 0.933], [-0.543, 1.698, -0.090], [4.819, -1.385, -0.504], [5.172, 1.008, -1.049], [5.416, 0.222, 1.286], [4.823, 0.008, -0.038], [-0.523, -0.858, -1.541], [-1.155, -1.480, -0.010], [-1.994, -0.159, -0.861], [1.057, -1.040, 1.040], [1.462, 0.700, 1.459], [0.077, 2.340, 0.405]],
  "nbo_charge": [0.13, -0.65, -0.29, -0.58, -1.00, -0.99, -1.00, 2.02, 0.23, 0.20, 0.22, 0.19, 0.19, 0.32],
  "lumo_ev": [3.47, 1.74],
  "total_charge": -1,
  "homo_energy_ev": [-5.21, -3.17],
  "homo_lumo_gap_ev": [8.685, 4.917]
}

Bottom line: 2, by a margin of 15.3 kcal/mol.